Entry 1:
{"formula": "C24H21IrN2O3S2", "method": "ωB97M-V/def2-TZVPD", "elements": ["Ir", "S", "S", "O", "O", "O", "N", "N", "C", "C", "C", "C", "C", "C", "C", "C", "C", "C", "C", "C", "C", "C", "C", "C", "C", "C", "C", "C", "C", "C", "C", "C", "H", "H", "H", "H", "H", "H", "H", "H", "H", "H", "H", "H", "H", "H", "H", "H", "H", "H", "H", "H", "H"], "xyz": [[-0.24533, 0.26914, -0.22398], [-1.75401, 1.14598, 1.29483], [-3.05783, -0.36870, 3.49030], [0.17114, 2.05779, -1.05034], [0.73251, -0.65346, -1.68838], [1.47548, 0.76192, 1.04309], [-1.54481, -1.50358, 1.63980], [-0.77686, -1.47377, 0.54727], [-0.00324, -4.22008, -1.78764], [-1.30041, -0.77285, 6.48584], [1.05956, -0.33759, 6.54447], [-0.43779, -2.70210, 0.07550], [1.11267, 2.87314, -1.00621], [2.23828, 2.76757, -0.12068], [3.52719, 1.64050, 1.62294], [-2.39847, -1.77900, 4.47335], [1.19062, -0.87714, 5.27398], [3.26117, 3.73733, -0.16636], [-1.17689, -1.31218, 5.20890], [-2.02708, -0.39826, 2.10383], [4.51205, 2.58188, 1.51405], [1.01793, 4.03571, -1.95380], [4.37816, 3.65264, 0.61941], [1.26279, -3.55829, -3.71622], [0.07702, -1.35709, 4.60451], [-0.67450, -3.85349, 0.99924], [0.56891, -4.53349, -2.99523], [0.68407, -1.90077, -2.04160], [-0.18470, -0.29870, 7.15554], [0.06598, -2.92147, -1.23098], [2.34910, 1.69173, 0.82530], [1.30892, -2.26640, -3.24531], [3.17457, 4.56858, -0.84947], [1.73929, -3.80544, -4.65361], [5.40136, 2.49942, 2.12373], [-1.72487, -4.15221, 0.99117], [-2.27477, -0.73012, 6.95611], [-0.28578, 0.10559, 8.15295], [5.15470, 4.39879, 0.54188], [0.49043, -5.54251, -3.37194], [1.86941, 4.04300, -2.63261], [-3.20429, -2.04254, 5.15513], [-0.06154, -4.70369, 0.72063], [-2.20485, -2.58475, 3.77113], [1.92758, 0.05187, 7.05762], [2.16169, -0.92341, 4.80039], [0.10379, 3.94101, -2.53355], [3.60260, 0.81202, 2.31332], [0.18119, -1.76908, 3.60990], [1.82418, -1.49251, -3.79656], [-0.56502, -4.98019, -1.26623], [0.99238, 4.97331, -1.40009], [-0.42538, -3.56799, 2.01856]], "s2": 0.857, "homo_energy_ev": [-11.2, -11.1], "energy_ev": -58853.282, "spin_multiplicity": 2, "lumo_energy_ev": [-5.3, -6.3], "charge": 1, "molar_mass_g_mol": 641.8, "relative_energy_kcal_mol": 21.86, "homo_lumo_gap_ev": [5.919, 4.839]}

Entry 2:
{"formula": "C3H3ClOS", "method": "ωB97M-V/def2-TZVPD", "elements": ["Cl", "S", "O", "C", "C", "C", "H", "H", "H"], "xyz": [[2.16292, -0.58779, -0.22960], [-2.69015, -0.25556, -0.22613], [-0.49776, -1.72566, 0.01654], [1.06690, 0.72472, -0.02138], [-0.32109, 0.69950, 0.03651], [-1.10894, -0.57406, 0.04438], [0.53443, -1.59319, 0.38488], [1.63836, 1.58200, 0.10433], [-0.78468, 1.73005, -0.10951]], "homo_energy_ev": -8.7, "energy_ev": -28562.873, "spin_multiplicity": 1, "lumo_energy_ev": -0.6, "molar_mass_g_mol": 122.6, "relative_energy_kcal_mol": 30.25, "smiles": "OC(=S)/C=C\\Cl", "homo_lumo_gap_ev": 8.157}